Arrangement w

Molecular formula: C3H6N2S
Method: DFT, ωB97M-V/def2-TZVPD

Values from the calculation:
- multiplicity = 1
- SMILES string = C1=NNCCS1
- E_HOMO (eV) = -8.203
- HOMO-LUMO gap (eV) = 9.091
- LUMO energy (eV) = 0.888

CARTESIAN COORDINATES (ANGSTROEM)
C  0.66  0.56  0.39
C  -0.50  0.05  1.20
C  -0.45  -1.24  -1.17
H  1.27  1.32  1.08
H  1.37  -0.25  0.38
H  -1.24  0.99  1.16
H  -0.37  -0.33  2.21
H  -0.46  -2.31  -1.86
H  0.85  1.54  -1.42
N  -0.16  -0.08  -1.61
N  0.24  1.10  -0.84
S  -1.21  -1.35  0.48

Atom charges from the natural (NBO) analysis, given in e for atoms 1 to 6: -0.25 -0.59 -0.11 0.21 0.18 0.22



Arrangement x

Molecular formula: C3H6N2S
Method: DFT, ωB97M-V/def2-TZVPD

Values from the calculation:
- multiplicity = 1
- SMILES string = N/C=C/C(N)=S
- E_HOMO (eV) = -8.007
- HOMO-LUMO gap (eV) = 8.054
- LUMO energy (eV) = 0.047

CARTESIAN COORDINATES (ANGSTROEM)
C  -0.47  0.75  -0.97
C  -0.05  -0.27  -0.20
C  1.10  -0.33  0.68
H  -2.86  0.59  -0.90
H  -2.34  1.84  -1.80
H  0.47  1.47  -1.09
H  -0.86  -1.04  -0.26
H  2.28  -1.21  2.02
H  0.67  -2.17  1.80
N  -1.79  1.07  -1.33
N  1.46  -1.49  1.37
S  2.39  0.80  0.69

Atom charges from the natural (NBO) analysis, given in e for atoms 1 to 6: 0.13 -0.44 0.14 0.39 0.43 0.25



Which of them is the most stable, and which is the least stable? arrangement x and arrangement w, in that order.



Arrangement w

Molecular formula: C5H5NO
Method: DFT, ωB97M-V/def2-TZVPD

Values from the calculation:
- multiplicity = 1
- E_HOMO (eV) = -9.298
- HOMO-LUMO gap (eV) = 9.208
- LUMO energy (eV) = -0.091

CARTESIAN COORDINATES (ANGSTROEM)
C  0.81  -0.29  0.12
C  -1.05  0.32  -0.04
C  1.52  -1.38  0.13
C  -2.31  -0.25  -0.42
C  0.82  1.24  0.19
N  -0.63  1.50  0.12
O  -3.01  -0.90  0.29
H  2.54  -1.07  0.47
H  0.98  -2.27  0.18
H  -2.37  -0.20  -1.48
H  1.43  1.50  1.15
H  1.27  1.79  -0.71

Atom charges from the natural (NBO) analysis, given in e for atoms 1 to 6: 0.10 0.17 -0.49 0.35 -0.32 -0.39



Arrangement x

Molecular formula: C5H5NO
Method: DFT, ωB97M-V/def2-TZVPD

Values from the calculation:
- multiplicity = 1
- E_HOMO (alpha / beta) (eV) = -8.494 / -8.493
- HOMO-LUMO gap (alpha / beta) (eV) = 7.059 / 7.057
- LUMO energy (alpha / beta) (eV) = -1.435 / -1.436

CARTESIAN COORDINATES (ANGSTROEM)
C  1.16  0.77  -0.93
C  0.51  -0.99  -0.17
C  0.07  1.29  -0.28
C  -1.20  -0.02  1.49
N  0.19  -1.67  -1.23
C  -0.51  0.19  0.36
O  2.00  0.94  -1.75
H  -0.04  -1.04  -2.00
H  0.88  -1.60  0.65
H  -0.12  2.34  -0.08
H  -1.36  0.79  2.19
H  -1.57  -1.00  1.75

Atom charges from the natural (NBO) analysis, given in e for atoms 1 to 6: 0.65 -0.03 -0.46 -0.46 -0.48 0.02



Arrangement y

Molecular formula: C5H5NO
Method: DFT, ωB97M-V/def2-TZVPD

Values from the calculation:
- multiplicity = 1
- E_HOMO (eV) = -9.229
- HOMO-LUMO gap (eV) = 9.684
- LUMO energy (eV) = 0.455

CARTESIAN COORDINATES (ANGSTROEM)
N  1.55  2.16  -1.40
C  1.24  1.11  -1.05
C  0.81  -0.24  -0.60
O  1.23  -0.57  0.72
C  -0.04  -0.88  1.31
C  -0.90  0.32  0.98
C  -0.68  -0.38  -0.32
H  1.20  -0.98  -1.30
H  -0.60  -1.55  0.26
H  -1.92  0.27  1.35
H  -0.43  1.29  1.10
H  -1.45  -0.54  -1.07

Atom charges from the natural (NBO) analysis, given in e for atoms 1 to 6: -0.28 0.25 -0.01 -0.52 0.16 -0.51



Which of them is the most stable, and which is the least stable? arrangement x and arrangement y, in that order.



Arrangement w

Molecular formula: C5H5NO
Method: DFT, ωB97M-V/def2-TZVPD

Values from the calculation:
- multiplicity = 1
- SMILES string = C#C[C@@H](O)CC#N
- E_HOMO (eV) = -10.231
- HOMO-LUMO gap (eV) = 10.799
- LUMO energy (eV) = 0.567

CARTESIAN COORDINATES (ANGSTROEM)
O  -0.58  1.12  -1.65
C  -0.07  0.04  -0.90
C  1.10  0.59  0.00
C  0.72  0.49  1.41
N  0.24  0.23  2.43
C  -1.00  -0.74  -0.08
C  -1.20  -1.50  0.83
H  -1.54  1.07  -1.69
H  0.33  -0.74  -1.57
H  2.01  0.00  -0.15
H  1.31  1.62  -0.28
H  -1.30  -2.17  1.66

Atom charges from the natural (NBO) analysis, given in e for atoms 1 to 6: -0.70 0.05 -0.52 0.29 -0.33 -0.10



Arrangement x

Molecular formula: C5H5NO
Method: DFT, ωB97M-V/def2-TZVPD

Values from the calculation:
- multiplicity = 1
- SMILES string = C#C/C(C=C)=N/O
- E_HOMO (eV) = -8.790
- HOMO-LUMO gap (eV) = 8.808
- LUMO energy (eV) = 0.018

CARTESIAN COORDINATES (ANGSTROEM)
C  -0.24  -0.14  -0.38
C  0.40  1.15  -0.24
C  1.70  1.19  -0.14
C  -1.79  -0.20  -0.21
C  -3.04  -0.19  -0.08
H  1.28  -2.72  0.57
H  -0.20  2.00  0.45
H  2.24  0.31  -0.37
H  2.08  2.24  0.41
H  -4.13  -0.42  0.34
N  0.24  -1.44  -0.32
O  1.46  -1.78  -0.04

Atom charges from the natural (NBO) analysis, given in e for atoms 1 to 6: 0.07 -0.28 -0.33 -0.04 -0.27 0.50



Which of them is the most stable, and which is the least stable? arrangement w and arrangement x, in that order.



Arrangement w

Molecular formula: C5H5NO
Method: DFT, ωB97M-V/def2-TZVPD

Values from the calculation:
- multiplicity = 1
- E_HOMO (eV) = -9.952
- HOMO-LUMO gap (eV) = 9.099
- LUMO energy (eV) = -0.853

CARTESIAN COORDINATES (ANGSTROEM)
C  0.31  -1.47  1.99
C  0.17  -0.62  1.01
C  0.51  0.92  -0.89
C  1.25  0.10  0.16
C  -1.15  -0.44  0.25
N  -0.84  0.56  -0.77
O  0.81  1.56  -1.86
H  1.97  0.65  0.63
H  1.84  -0.71  -0.22
H  -1.31  -1.31  -0.27
H  -1.89  -0.22  1.07
H  -1.67  0.97  -1.10

Atom charges from the natural (NBO) analysis, given in e for atoms 1 to 6: 0.25 -0.39 0.68 -0.50 -0.21 -0.63



Arrangement x

Molecular formula: C5H5NO
Method: DFT, ωB97M-V/def2-TZVPD

Values from the calculation:
- multiplicity = 1
- E_HOMO (eV) = -8.884
- HOMO-LUMO gap (eV) = 9.353
- LUMO energy (eV) = 0.469

CARTESIAN COORDINATES (ANGSTROEM)
C  1.98  0.07  0.00
C  0.01  1.05  0.00
C  0.00  -0.99  0.00
C  -1.04  1.84  0.00
C  -0.97  -1.87  0.00
N  1.35  1.17  0.00
O  1.35  -1.12  0.00
H  3.05  0.01  0.01
H  -0.94  2.91  -0.01
H  -2.03  1.43  -0.01
H  -0.78  -2.94  0.00
H  -1.99  -1.55  0.02

Atom charges from the natural (NBO) analysis, given in e for atoms 1 to 6: 0.44 0.20 0.26 -0.46 -0.53 -0.51



Arrangement y

Molecular formula: C5H5NO
Method: DFT, ωB97M-V/def2-TZVPD

Values from the calculation:
- multiplicity = 1
- SMILES string = N#C[C@@H]1C[C@@H]1C=O
- E_HOMO (eV) = -9.586
- HOMO-LUMO gap (eV) = 10.245
- LUMO energy (eV) = 0.660

CARTESIAN COORDINATES (ANGSTROEM)
O  -1.62  -1.43  1.67
C  -1.03  -0.96  0.73
C  -0.52  0.45  0.49
C  0.93  0.83  0.47
C  0.35  0.62  -0.89
C  0.53  -0.69  -1.44
N  0.41  -1.85  -1.45
H  -0.78  -1.59  -0.17
H  -1.25  1.24  0.63
H  1.64  0.09  0.80
H  1.18  1.85  0.73
H  0.16  1.44  -1.58

Atom charges from the natural (NBO) analysis, given in e for atoms 1 to 6: -0.50 0.41 -0.29 -0.37 -0.34 0.29



Arrangement z

Molecular formula: C5H5NO
Method: DFT, ωB97M-V/def2-TZVPD

Values from the calculation:
- multiplicity = 1
- E_HOMO (eV) = -10.244
- HOMO-LUMO gap (eV) = 11.103
- LUMO energy (eV) = 0.860

CARTESIAN COORDINATES (ANGSTROEM)
N  -0.10  -1.33  -2.79
C  -0.50  -0.94  -1.78
C  -0.92  -0.20  -0.58
O  -0.98  -0.90  0.68
C  -0.16  0.12  1.27
C  1.20  0.06  0.69
C  0.10  0.78  -0.05
H  -1.89  0.27  -0.77
H  -0.45  0.50  2.25
H  1.92  0.75  1.13
H  1.60  -0.90  0.36
H  0.19  1.80  -0.41

Atom charges from the natural (NBO) analysis, given in e for atoms 1 to 6: -0.30 0.25 0.00 -0.49 0.09 -0.44



Which of them is the most stable, and which is the least stable? arrangement y and arrangement w, in that order.



Arrangement w

Molecular formula: C5H5NO
Method: DFT, ωB97M-V/def2-TZVPD

Values from the calculation:
- multiplicity = 1
- SMILES string = O=C=CC[C@@H]1C=N1
- E_HOMO (eV) = -8.936
- HOMO-LUMO gap (eV) = 9.526
- LUMO energy (eV) = 0.589

CARTESIAN COORDINATES (ANGSTROEM)
O  1.98  0.62  2.10
C  1.57  0.11  1.13
C  1.16  -0.54  0.05
C  -0.25  -1.05  -0.19
C  -0.84  0.21  -0.86
C  -1.13  1.27  0.04
N  -2.24  1.15  -0.51
H  -0.69  1.65  0.96
H  1.86  -0.50  -0.78
H  -0.76  -1.31  0.74
H  -0.20  -1.96  -0.81
H  -0.47  0.35  -1.87

Atom charges from the natural (NBO) analysis, given in e for atoms 1 to 6: -0.46 0.71 -0.55 -0.43 -0.15 0.02



Arrangement x

Molecular formula: C5H5NO
Method: DFT, ωB97M-V/def2-TZVPD

Values from the calculation:
- multiplicity = 1
- SMILES string = N#C[C@@H]1C[C@@H]1C=O
- E_HOMO (eV) = -10.356
- HOMO-LUMO gap (eV) = 10.902
- LUMO energy (eV) = 0.546

CARTESIAN COORDINATES (ANGSTROEM)
O  -1.44  -1.74  1.19
C  -0.99  -0.63  1.29
C  -0.59  0.41  0.30
C  0.91  0.41  0.30
C  0.15  0.45  -1.01
C  0.32  -0.65  -1.94
N  0.51  -1.49  -2.71
H  -0.65  -0.22  2.28
H  -1.03  1.38  0.54
H  1.34  -0.57  0.48
H  1.39  1.23  0.81
H  0.08  1.41  -1.53

Atom charges from the natural (NBO) analysis, given in e for atoms 1 to 6: -0.49 0.45 -0.32 -0.37 -0.32 0.28



Which of them is the most stable, and which is the least stable? arrangement x and arrangement w, in that order.



Arrangement w

Molecular formula: C5H11N3O
Method: DFT, ωB97M-V/def2-TZVPD

Values from the calculation:
- multiplicity = 1
- SMILES string = C[C@H](C(N)=C=O)N(C)N
- E_HOMO (eV) = -6.490
- HOMO-LUMO gap (eV) = 7.265
- LUMO energy (eV) = 0.775

CARTESIAN COORDINATES (ANGSTROEM)
C  1.47  -0.42  1.36
C  0.06  0.44  -2.07
N  0.75  0.39  0.39
C  -1.18  0.49  0.85
C  -1.26  -0.50  -0.07
N  1.15  1.74  0.48
N  -2.08  -1.64  0.00
C  0.00  -0.46  -0.85
O  -1.73  1.22  1.63
H  0.71  2.31  -0.24
H  0.78  2.11  1.36
H  -2.52  -1.82  0.89
H  -1.70  -2.49  -0.40
H  0.41  -1.46  -1.05
H  1.11  -0.21  2.38
H  1.31  -1.48  1.17
H  2.53  -0.20  1.30
H  -0.39  1.41  -1.86
H  1.09  0.58  -2.39
H  -0.51  -0.02  -2.88

Atom charges from the natural (NBO) analysis, given in e for atoms 1 to 6: -0.42 -0.63 -0.26 0.61 -0.18 -0.67



Arrangement x

Molecular formula: C5H11N3O
Method: DFT, ωB97M-V/def2-TZVPD

Values from the calculation:
- multiplicity = 1
- SMILES string = C[C@@H]1CN(C)N=C1NO
- E_HOMO (eV) = -8.312
- HOMO-LUMO gap (eV) = 8.788
- LUMO energy (eV) = 0.476

CARTESIAN COORDINATES (ANGSTROEM)
C  1.89  0.56  0.42
C  0.57  -0.12  0.81
C  0.19  -1.36  0.28
C  -1.29  -1.75  -1.68
C  -0.42  0.81  0.32
H  2.18  -0.02  -0.69
H  1.68  1.87  0.43
H  2.80  0.19  1.30
H  0.62  0.00  1.90
H  0.79  -2.29  0.14
H  -0.59  -1.80  0.97
H  -0.97  -3.02  -1.48
H  -1.46  -1.28  -2.76
H  -2.53  -1.66  -1.23
H  -1.71  2.44  0.31
H  0.51  3.27  0.47
N  -0.28  -0.96  -0.99
N  -1.01  0.28  -0.75
N  -1.00  1.94  0.90
O  0.02  2.90  1.33

Atom charges from the natural (NBO) analysis, given in e for atoms 1 to 6: -0.60 -0.37 -0.24 -0.43 0.37 0.24



Which of them is the most stable, and which is the least stable? arrangement w and arrangement x, in that order.